(1)
Density functional theory data (wB97M-V/def2-TZVPD) for a structure of composition C27H41F9OP2Ru.

```
81
Properties=species:S:1:pos:R:3:forces:R:3:lowdin_charge:R:1
Ru 1.186 -1.985 0.178 -2.04 2.79 0.58 0.913
C -1.662 -1.109 2.866 0.72 0.47 1.21 -0.158
C -1.304 -2.058 1.930 1.52 -0.26 0.03 -0.170
C 0.506 -1.676 3.357 0.81 -1.09 -1.38 -0.136
C -0.564 -0.913 3.777 -2.35 -0.07 -0.63 -0.150
C 0.134 -2.374 2.102 0.29 0.20 -0.22 -0.273
C -3.034 -0.592 3.105 -0.02 -0.03 0.12 -0.007
H -3.704 -0.776 2.259 0.08 0.13 0.20 0.072
H -3.022 0.476 3.350 -0.09 -0.19 -0.02 0.095
H -3.424 -1.145 3.973 -0.22 0.31 -0.15 0.117
C -0.698 -0.272 5.088 0.14 0.51 0.53 0.008
H -1.569 0.395 5.137 0.35 -0.16 0.02 0.095
H 0.214 0.287 5.321 -0.31 -0.06 0.16 0.084
H -0.824 -1.050 5.864 0.05 0.23 -0.22 0.127
C 1.760 -1.898 4.082 0.40 0.02 -0.03 0.017
H 1.634 -2.565 4.954 -0.08 0.16 -0.31 0.132
H 2.140 -0.944 4.455 -0.02 -0.30 0.08 0.076
H 2.501 -2.336 3.406 0.04 0.07 0.34 0.090
C 0.792 -3.633 1.616 -0.88 -0.16 -0.05 -0.120
H 0.314 -4.622 1.779 0.21 0.62 -0.05 0.125
H 1.849 -3.700 1.873 0.04 -0.16 0.22 0.081
H 0.593 -3.545 0.433 0.28 -1.73 0.20 0.034
C -2.245 -2.820 1.122 -0.90 -0.52 -0.64 -0.017
H -2.504 -3.734 1.695 -0.08 0.31 -0.30 0.133
H -1.882 -3.147 0.136 0.12 0.00 0.55 0.077
H -3.171 -2.241 0.960 0.30 -0.46 0.09 0.085
C -1.358 1.978 -0.101 1.94 0.07 -0.57 0.078
C -2.525 1.336 -0.318 -0.89 -1.80 0.41 0.047
C -2.801 0.140 -1.159 0.31 -0.61 -0.07 -0.134
C -1.732 -0.938 -1.579 -1.06 -0.27 -0.80 -0.245
C -0.299 -1.048 -1.224 1.33 -1.20 1.95 -0.290
C 0.801 -0.181 -1.727 0.97 -1.67 0.72 -0.487
C 0.915 1.268 -1.246 1.28 0.21 -0.01 -0.180
C -0.240 2.246 -1.070 -0.91 1.45 -0.25 -0.177
H -3.312 0.490 -2.073 0.00 0.06 0.07 0.131
H -1.723 -0.945 -2.709 -0.48 -0.20 1.06 0.053
H -3.592 -0.420 -0.635 0.13 0.24 -0.14 0.121
H -0.668 2.557 -2.044 0.15 -0.25 1.08 0.033
H -1.239 2.401 0.873 0.07 0.50 0.54 0.112
H -3.342 1.561 0.379 0.09 0.25 -0.37 0.145
H 0.226 3.172 -0.687 0.06 -0.53 0.00 0.131
H 1.324 1.168 -0.219 -0.05 0.00 -0.52 0.084
H 1.728 -0.659 -1.219 0.30 0.16 -0.04 0.072
H 1.670 1.794 -1.872 -0.34 -0.25 0.48 0.138
H -2.167 -1.902 -1.283 -0.07 0.36 -0.17 0.091
H 0.015 -2.146 -1.399 -0.62 0.59 -0.31 0.059
P -0.942 1.016 -3.635 -0.99 1.89 -2.62 0.889
C -0.972 2.819 -4.195 -0.05 -0.24 0.12 -0.239
C -2.099 0.460 -4.981 0.19 -0.14 0.04 -0.251
P 1.292 -0.798 -3.413 -0.64 2.94 -2.25 0.921
C 0.686 0.620 -4.408 0.16 -0.62 -0.28 -0.421
C 0.419 -2.258 -4.015 -0.02 -0.61 0.15 -0.149
C 3.035 -0.896 -3.836 0.36 -0.66 0.59 -0.153
H -0.086 3.358 -3.842 -0.13 -0.05 -0.02 0.052
H -1.860 3.312 -3.783 0.12 -0.03 -0.13 0.059
H -1.004 2.889 -5.292 0.02 -0.06 0.36 0.058
H -1.804 0.939 -5.927 -0.21 -0.29 0.23 0.051
H -3.117 0.785 -4.722 0.25 -0.13 -0.12 0.055
H -2.097 -0.630 -5.102 -0.10 0.18 -0.02 0.040
H 3.173 -0.539 -4.864 -0.17 -0.10 0.23 0.081
H 3.358 -1.945 -3.773 0.20 0.36 0.04 0.070
H 3.628 -0.271 -3.155 -0.08 -0.18 -0.17 0.079
H 1.368 1.489 -4.320 -0.22 -0.55 0.08 0.084
H 0.561 0.372 -5.479 0.26 0.07 0.42 0.084
H 1.075 -3.123 -3.863 -0.20 0.03 -0.01 0.074
H 0.200 -2.185 -5.094 0.31 0.23 0.42 0.090
H -0.525 -2.444 -3.492 0.27 0.09 -0.13 0.053
F 3.977 2.100 1.211 -0.75 0.39 0.16 0.149
C 2.844 2.789 1.501 0.64 0.75 -0.06 -0.470
F 3.204 3.968 2.099 -0.42 -1.35 -0.81 0.145
F 2.300 3.142 0.304 0.14 -0.27 0.45 0.111
C 1.852 1.889 2.392 1.70 1.89 1.34 -0.372
O 1.275 0.878 1.819 -0.19 -0.55 -0.65 -0.076
C 2.834 1.524 3.643 0.65 0.04 0.69 -0.451
F 3.727 2.488 4.020 -1.07 -1.24 -0.55 0.149
F 2.101 1.244 4.772 0.48 0.00 -0.92 0.105
F 3.557 0.415 3.347 -0.55 0.67 0.15 0.130
C 0.843 2.929 3.007 -0.38 0.82 0.85 -0.475
F 1.374 3.713 3.993 -0.78 -0.85 -1.16 0.154
F 0.357 3.770 2.044 0.13 -0.56 0.49 0.128
F -0.233 2.287 3.533 0.54 0.37 -0.35 0.132
```
Positions in Å, forces in eV/Å.

Computed properties:
HOMO energy (alpha / beta), Eh: -0.4727 / -0.5060
⟨S²⟩: 6.057
M, g/mol: 715.62
Energy above the lowest of the compared OMol25 structures with the same formula, charge and spin, kcal per mole: 36.6
HOMO-LUMO gap (alpha / beta), Ha: 0.210 / 0.144
Net charge: +2
Multiplicity: 5



(2)
Density functional theory data (wB97M-V/def2-TZVPD) for the ion C7H12 with charge -1.

```
19
Properties=species:S:1:pos:R:3:forces:R:3:lowdin_charge:R:1
C 0.839 -2.013 -0.199 0.10 1.06 -1.39 -0.122
C -0.364 -1.063 -0.434 0.42 -0.06 1.17 -0.243
C -0.171 0.350 0.081 -1.89 0.86 -0.02 -0.358
C 0.702 1.260 -0.487 0.86 0.63 -0.10 -0.226
C 1.754 0.961 -1.519 -0.04 -0.91 1.16 -0.187
C -1.962 0.121 1.892 -0.26 1.93 -0.53 -0.147
C -1.225 0.850 0.942 1.39 -1.87 0.47 -0.254
H 1.384 -1.807 0.718 -0.49 -0.32 0.50 0.067
H 1.577 -1.712 -0.954 0.03 -0.57 -0.09 0.034
H 0.538 -3.052 -0.364 0.30 -0.04 0.29 0.051
H -1.214 -1.468 0.112 -0.19 -0.02 -0.13 0.067
H -0.645 -1.044 -1.497 0.19 -0.11 -0.02 0.099
H 0.760 2.261 -0.058 -0.15 -0.17 0.04 0.054
H 1.257 0.511 -2.387 0.61 0.44 -0.55 0.055
H 2.460 0.188 -1.147 -0.10 -0.05 -0.17 0.038
H 2.420 1.818 -1.652 -0.47 0.09 -0.76 0.048
H -1.838 -0.894 2.233 0.03 -0.06 -0.11 -0.015
H -2.556 0.856 2.439 -0.37 -0.88 0.53 -0.022
H -1.315 1.931 1.039 0.03 0.04 -0.25 0.062
```
Positions in Å, forces in eV/Å.

Computed properties:
HOMO energy (alpha / beta), Eh: 0.0177 / -0.0915
⟨S²⟩: 0.770
M, g/mol: 96.17
Energy above the lowest of the compared OMol25 structures with the same formula, charge and spin, kcal per mole: 11.0
HOMO-LUMO gap (alpha / beta), Ha: 0.138 / 0.243
Net charge: -1
Multiplicity: 2



(3)
Density functional theory data (wB97M-V/def2-TZVPD) for a structure of composition C19H14AsCl2N5PtS5.

```
47
Properties=species:S:1:pos:R:3:forces:R:3:lowdin_charge:R:1
Pt -0.719 -0.023 -2.362 -0.04 0.42 0.61 0.739
N 2.253 -2.515 -3.955 0.06 -0.41 0.17 0.089
C 1.741 -2.893 -2.751 -0.22 0.48 -0.52 -0.979
S 1.644 -4.430 -2.121 -0.01 -0.28 0.02 0.509
N 1.297 -1.856 -2.049 0.32 -0.38 0.24 -0.098
N 0.933 -0.909 -1.483 -0.27 0.74 0.36 -0.006
C 0.122 -0.319 3.220 0.35 0.61 -0.41 -0.277
C 1.609 -0.471 3.139 -0.10 -0.15 0.14 -0.380
C 2.419 0.419 3.852 -0.04 0.00 0.13 -0.072
C 3.800 0.290 3.851 -0.01 0.03 -0.03 -0.106
C 4.408 -0.741 3.146 -0.06 0.00 -0.01 -0.110
C 3.619 -1.641 2.442 0.01 -0.02 0.03 -0.089
C 2.239 -1.512 2.442 -0.05 0.07 -0.13 -0.071
C -0.156 1.602 0.099 -0.06 -0.86 1.00 -0.243
C -0.124 2.700 0.930 0.02 0.51 -0.48 -0.116
C -0.249 3.948 0.346 0.07 0.08 0.23 -0.089
C -0.370 4.040 -1.041 0.01 0.00 -0.07 -0.075
C -0.369 2.890 -1.801 0.08 0.03 -0.05 -0.130
N -0.260 1.689 -1.202 0.00 -0.09 -0.34 -0.158
H 2.380 -3.279 -4.598 0.04 -0.04 0.02 0.084
H 1.889 -1.647 -4.350 -0.08 0.14 -0.02 -0.019
H 1.943 1.223 4.400 0.00 -0.03 0.00 0.100
H 4.405 1.005 4.396 -0.01 -0.01 0.00 0.092
H 5.487 -0.837 3.141 -0.01 0.00 0.00 0.091
H 4.078 -2.446 1.880 -0.01 0.01 0.01 0.101
H 1.633 -2.215 1.883 0.03 -0.02 0.01 0.103
H -0.011 2.542 2.002 -0.09 0.15 0.04 0.081
H -0.259 4.849 0.950 0.00 0.06 -0.01 0.092
H -0.470 4.997 -1.534 -0.01 0.01 0.01 0.096
H -0.459 2.893 -2.882 -0.01 0.00 0.01 0.079
S -0.194 -1.110 -7.138 0.15 -0.10 -0.04 -0.222
As -0.747 0.228 -5.628 -0.38 -0.03 0.20 -0.544
S -2.048 -0.729 -4.017 -0.12 -0.34 -0.48 0.007
S 0.836 0.497 -4.084 0.03 0.26 0.05 -0.006
S -1.606 2.078 -6.133 0.04 0.02 -0.07 -0.224
Cl -0.331 -0.285 1.627 0.05 -1.04 -0.53 1.098
C -2.085 -0.517 1.471 0.61 0.18 -0.27 -0.375
C -2.708 -0.745 2.685 -0.41 0.03 0.24 -0.168
C -4.068 -0.934 2.733 0.34 0.01 0.18 -0.146
C -4.772 -0.861 1.513 -0.15 0.02 -0.30 -0.175
C -4.137 -0.646 0.331 -0.29 -0.01 0.11 -0.607
Cl -5.119 -0.561 -1.109 0.03 0.01 0.08 0.621
C -2.671 -0.493 0.122 -0.03 0.07 -0.74 -0.499
N -2.286 -0.405 -1.104 0.30 -0.09 0.64 -0.220
H -2.092 -0.759 3.576 -0.09 -0.02 -0.01 0.059
H -4.575 -1.132 3.667 0.00 -0.01 0.00 0.076
H -5.849 -0.980 1.498 0.00 0.00 0.00 0.084
```
Positions in Å, forces in eV/Å.

Computed properties:
HOMO energy (alpha / beta), Eh: -0.0585 / -0.0594
M, g/mol: 813.60
Energy above the lowest of the compared OMol25 structures with the same formula, charge and spin, kcal per mole: 245.3
HOMO-LUMO gap (alpha / beta), Ha: 0.183 / 0.183
Net charge: -2



- What is the net charge in the second record?
  -1